No. 1
ORCA calculation (ωB97M-V with the def2-TZVPD basis set) on C7H6S in the gas phase at a distorted geometry.

Kohn-Sham gap = 0.296 Ha
ΔE to the lowest compared entry with this formula, charge and spin = 98.2 kcal per mole
total charge = 0
maximum force = 5.95 eV Å⁻¹
SMILES string = C#CC1=CCSC=C1
LUMO energy = 0.07 eV

Last columns: bonded neighbours and bond lengths (Å).
Cartesian coordinates (Å):
1 C 3.33 0.21 -0.42  C2 1.227, H8 1.016
2 C 2.16 -0.04 -0.15  C1 1.227, C3 1.524
3 C 0.65 -0.10 0.06  C2 1.524, C4 1.404, C7 1.406
4 C -0.23 -1.19 -0.03  C3 1.404, C5 1.532, H9 1.151
5 C -1.73 -1.09 0.27  C4 1.532, H10 1.122, H11 1.184, S14 1.750
6 C -1.20 1.57 -0.02  C7 1.431, H12 1.138, S14 1.861
7 C 0.07 1.11 0.46  C3 1.406, C6 1.431, H13 1.067
8 H 4.34 0.16 -0.44  C1 1.016
9 H 0.32 -2.10 -0.49  C4 1.151
10 H -2.04 -1.62 1.21  C5 1.122
11 H -2.33 -1.74 -0.52  C5 1.184
12 H -1.58 2.62 -0.20  C6 1.138
13 H 0.74 1.90 0.69  C7 1.067
14 S -2.51 0.31 -0.42  C5 1.750, C6 1.861

---

No. 2
ORCA calculation (ωB97M-V with the def2-TZVPD basis set) on C7H7BrN2O4 in the gas phase at a distorted geometry.

Kohn-Sham gap (alpha / beta) = 0.276 / 0.237 Ha
ΔE to the lowest compared entry with this formula, charge and spin = 0.0 kcal per mole
total charge = 0
maximum force = 3.90 eV Å⁻¹
SMILES string = CCOC1=[N+](\[O-])OC(=O)\C(Br)=C/C=N\1
LUMO energy (alpha / beta) = -1.49 / -1.40 eV

Last columns: bonded neighbours and bond lengths (Å).
Cartesian coordinates (Å):
1 C 0.70 -1.39 -0.52  C5 1.398, N8 1.327, H15 1.119
2 C 3.08 -0.71 -0.24  C4 1.432, C5 1.395, Br14 1.859
3 C -0.25 0.89 0.07  N8 1.359, N9 1.378, O13 1.311
4 C 2.68 0.60 0.18  C2 1.432, O10 1.192, O12 1.407
5 C 2.08 -1.57 -0.70  C1 1.398, C2 1.395, H16 1.059
6 C -3.12 -0.13 -0.12  C7 1.574, H17 1.062, H18 1.074, H19 1.004
7 C -2.33 0.49 1.09  C6 1.574, O13 1.452, H20 1.170, H21 1.120
8 N -0.08 -0.45 0.01  C1 1.327, C3 1.359
9 N 0.67 1.76 -0.48  C3 1.378, O11 1.215, O12 1.432
10 O 2.81 1.23 1.18  C4 1.192
11 O 0.57 2.95 -0.73  N9 1.215
12 O 1.82 1.01 -0.86  C4 1.407, N9 1.432
13 O -1.34 1.41 0.57  C3 1.311, C7 1.452
14 Br 4.84 -1.18 0.13  C2 1.859
15 H 0.16 -2.29 -0.88  C1 1.119
16 H 2.28 -2.59 -0.87  C5 1.059
17 H -3.02 -1.18 0.00  C6 1.062
18 H -4.09 0.32 -0.23  C6 1.074
19 H -2.62 0.09 -0.96  C6 1.004
20 H -1.84 -0.42 1.65  C7 1.170
21 H -2.98 1.16 1.71  C7 1.120

---

No. 3
ORCA calculation (ωB97M-V with the def2-TZVPD basis set) on an isolated ion of composition C7H7BrN3 and charge +1 at a distorted geometry.

Kohn-Sham gap = 0.314 Ha
ΔE to the lowest compared entry with this formula, charge and spin = 0.0 kcal per mole
total charge = +1
maximum force = 6.53 eV Å⁻¹
SMILES string = Cc1n[nH]c2c(Br)ccc[n+]12
LUMO energy = -4.83 eV

Last columns: bonded neighbours and bond lengths (Å).
Cartesian coordinates (Å):
1 C 0.37 -1.05 1.97  C2 1.380, C3 1.372, H12 1.026
2 C 1.62 -1.41 1.48  C1 1.380, C4 1.380, H13 1.160
3 C -0.63 -0.34 1.36  C1 1.372, N10 1.337, H14 1.133
4 C 1.90 -1.13 0.16  C2 1.380, C5 1.339, Br11 1.971
5 C 1.13 -0.39 -0.64  C4 1.339, N9 1.283, N10 1.786
6 C -0.98 0.79 -0.89  C7 1.445, N8 1.333, N10 1.337
7 C -2.18 1.60 -0.93  C6 1.445, H15 1.169, H16 1.091, H17 1.160
8 N -0.18 0.84 -1.95  C6 1.333, N9 1.331
9 N 0.91 0.09 -1.81  C5 1.283, N8 1.331, H18 1.000
10 N -0.43 0.07 0.10  C3 1.337, C5 1.786, C6 1.337
11 Br 3.65 -1.65 -0.59  C4 1.971
12 H 0.09 -1.41 2.89  C1 1.026
13 H 2.29 -2.00 2.22  C2 1.160
14 H -1.58 0.06 1.83  C3 1.133
15 H -2.60 1.96 -1.96  C7 1.169
16 H -3.04 1.24 -0.37  C7 1.091
17 H -1.95 2.57 -0.35  C7 1.160
18 H 1.63 0.15 -2.50  N9 1.000

---

No. 4
ORCA calculation (ωB97M-V with the def2-TZVPD basis set) on a 2-piece molecular cluster, C7H7ClIN overall at a distorted geometry.

Kohn-Sham gap = 0.234 Ha
ΔE to the lowest compared entry with this formula, charge and spin = 2.2 kcal per mole
total charge = 0
maximum force = 3.43 eV Å⁻¹
LUMO energy = -1.54 eV

Last columns: bonded neighbours and bond lengths (Å).
Cartesian coordinates (Å):
1 C 1.72 1.85 0.62  C3 1.372, N8 1.358, H11 1.067
2 C 0.45 0.01 0.36  C3 1.396, C4 1.393
3 C 1.73 0.48 0.68  C1 1.372, C2 1.396, I10 2.106
4 C -0.30 1.16 0.11  C2 1.393, C7 1.520, N8 1.363
5 C -0.72 -2.89 -1.03  C6 1.307, H12 1.189, H13 1.072
6 C -0.06 -2.72 0.08  C5 1.307, Cl9 1.661
7 C -1.79 1.16 -0.14  C4 1.520, H14 1.062, H15 1.152, H16 1.157
8 N 0.51 2.25 0.15  C1 1.358, C4 1.363, H17 1.036
9 Cl 0.83 -3.68 1.10  C6 1.661
10 I 3.37 -0.78 1.06  C3 2.106
11 H 2.47 2.57 0.87  C1 1.067
12 H -0.72 -3.85 -1.74  C5 1.189
13 H -1.30 -2.09 -1.44  C5 1.072
14 H -2.19 1.59 0.75  C7 1.062
15 H -2.01 1.60 -1.18  C7 1.152
16 H -2.28 0.11 -0.19  C7 1.157
17 H 0.28 3.24 -0.05  N8 1.036

---

No. 5
ORCA calculation (ωB97M-V with the def2-TZVPD basis set) on C7H7ClNO3PS in the gas phase at a distorted geometry.

Kohn-Sham gap = 0.345 Ha
ΔE to the lowest compared entry with this formula, charge and spin = 0.0 kcal per mole
total charge = 0
maximum force = 4.03 eV Å⁻¹
SMILES string = OP(O)(=S)O/C(=N/Cl)c1ccccc1
LUMO energy = 0.25 eV

Last columns: bonded neighbours and bond lengths (Å).
Cartesian coordinates (Å):
1 C -0.93 0.20 -2.71  C2 1.367, C3 1.423, H15 1.101
2 C 0.31 0.75 -2.52  C1 1.367, C4 1.416, H16 1.036
3 C -1.46 -0.68 -1.73  C1 1.423, C5 1.386, H17 1.075
4 C 1.16 0.34 -1.47  C2 1.416, C6 1.395, H18 1.023
5 C -0.74 -0.80 -0.55  C3 1.386, C6 1.395, H19 1.089
6 C 0.61 -0.46 -0.47  C4 1.395, C5 1.395, C7 1.467
7 C 1.27 -0.83 0.79  C6 1.467, N8 1.264, O9 1.376
8 N 2.42 -1.24 1.09  C7 1.264, Cl14 1.666
9 O 0.43 -0.83 1.88  C7 1.376, P12 1.606
10 O -0.24 0.32 3.81  P12 1.597, H20 1.017
11 O -1.88 0.12 1.95  P12 1.598, H21 0.904
12 P -0.36 0.53 2.23  O9 1.606, O10 1.597, O11 1.598, S13 1.972
13 S 0.27 2.21 1.42  P12 1.972
14 Cl 3.44 -1.48 -0.21  N8 1.666
15 H -1.33 0.53 -3.68  C1 1.101
16 H 0.48 1.42 -3.30  C2 1.036
17 H -2.46 -0.97 -1.98  C3 1.075
18 H 2.11 0.66 -1.26  C4 1.023
19 H -1.16 -1.42 0.25  C5 1.089
20 H 0.51 0.88 4.22  O10 1.017
21 H -2.45 0.77 2.20  O11 0.904

---

No. 6
ORCA calculation (ωB97M-V with the def2-TZVPD basis set) on an isolated ion of composition C7H7F3IN2O2 and charge -1 at a distorted geometry.

Kohn-Sham gap = 0.266 Ha
ΔE to the lowest compared entry with this formula, charge and spin = 18.4 kcal per mole
total charge = -1
maximum force = 4.01 eV Å⁻¹
SMILES string = C/C=C(\NN(/C=C/I)C(F)(F)F)C(=O)[O-]
LUMO energy = 2.41 eV

Last columns: bonded neighbours and bond lengths (Å).
Cartesian coordinates (Å):
1 C 0.98 -2.11 0.23  C2 1.321, N9 1.446, H16 1.137
2 C 1.36 -2.21 1.49  C1 1.321, I15 2.183, H21 1.074
3 C -1.05 0.49 2.66  C4 1.563, O10 1.263, O11 1.209
4 C -1.12 0.27 1.11  C3 1.563, C6 1.335, N8 1.381
5 C -0.74 1.38 -1.20  C6 1.502, H17 1.101, H18 1.063, H19 1.079
6 C -1.03 1.30 0.27  C4 1.335, C5 1.502, H20 1.013
7 C -0.80 -2.25 -1.29  N9 1.355, F12 1.312, F13 1.302, F14 1.342
8 N -1.13 -1.06 0.73  C4 1.381, N9 1.417, H22 1.062
9 N -0.25 -1.54 -0.28  C1 1.446, C7 1.355, N8 1.417
10 O -0.44 -0.48 3.18  C3 1.263
11 O -1.45 1.53 3.15  C3 1.209
12 F -1.08 -3.48 -0.94  C7 1.312
13 F -1.88 -1.80 -1.87  C7 1.302
14 F 0.11 -2.40 -2.27  C7 1.342
15 I 3.46 -2.70 1.89  C2 2.183
16 H 1.53 -2.49 -0.69  C1 1.137
17 H -0.29 0.45 -1.59  C5 1.101
18 H -0.08 2.18 -1.43  C5 1.063
19 H -1.71 1.48 -1.67  C5 1.079
20 H -1.00 2.21 0.72  C6 1.013
21 H 0.72 -1.82 2.25  C2 1.074
22 H -0.92 -1.57 1.63  N8 1.062